12
Properties=species:S:1:pos:R:3:forces:R:3:nbo_charge:R:1 method="wB97M-V/def2-TZVPD" e_tot_ev=-37752.399 homo_energy_ev=-9.060 relative_energy_kcal_mol=51.8 largest_force_ha_per_bohr=0.029
C 0.655 2.347 0.819 -0.690 1.252 0.349 -0.114
C 0.961 1.293 0.334 -0.204 0.674 0.355 -0.119
C 1.389 0.067 -0.206 0.599 -0.276 -0.350 -0.167
S 2.985 -0.248 -0.292 -0.322 -0.161 -0.081 0.109
C 0.326 -0.895 -0.668 -0.368 0.967 -0.119 -0.608
S -0.728 -1.311 0.760 -0.059 -0.031 -0.741 0.371
C -2.174 -0.431 0.407 -0.522 -0.487 1.209 -0.520
S -2.560 0.641 -0.720 0.056 0.099 -0.355 0.042
H 0.295 3.314 1.204 0.528 -1.198 -0.408 0.252
H 0.846 -1.758 -1.034 -0.105 -0.664 -0.183 0.255
H -0.338 -0.433 -1.460 0.652 -0.427 0.856 0.278
H -2.910 -0.713 1.196 0.437 0.251 -0.530 0.221